1.
Computed, not measured: a cluster of 2 separate species, C7H15N in total at a distorted geometry, with wB97M-V/def2-TZVPD.

Computed properties:
HOMO = -6.28 eV
E_LUMO = -1.7 eV
relative energy (zero: lowest compared OMol25 entry of this formula, charge and spin) = 702.63 kJ/mol

The geometry in ORCA input format:
```
! RIJCOSX wB97M-V def2-TZVPD def2/J DEFGRID3
* xyz 0 1
C -2.03343 -0.14483 -1.56884
C -0.68499 -0.98167 -1.54143
C -0.32401 -1.32917 -0.05540
C -0.37081 -0.22092 0.98320
C 2.42968 2.54013 1.98147
C 1.04096 1.75741 1.86045
C 0.83222 0.55921 1.13632
N -0.83721 -2.11204 -2.44144
H -2.60868 -0.26724 -2.49856
H -2.62717 -0.60424 -0.77007
H -1.90400 0.90332 -1.33146
H 0.15342 -0.40323 -1.95891
H -0.98549 -2.10548 0.35190
H 0.71338 -1.71967 -0.07545
H 0.39151 1.63447 -0.37351
H -1.13633 -0.31461 1.73048
H 2.37963 3.62818 2.02158
H 3.17899 2.20383 1.26464
H 2.76669 2.23707 2.97011
H 0.33729 1.91412 2.69197
H 1.72202 0.09106 0.65487
H -0.10527 -2.77157 -2.12639
H -1.74670 -2.58936 -2.32036
*
```

Per-atom Mulliken charges, elementary charge units: atom 1 (C): -1.3190, atom 2 (C): 0.4717, atom 3 (C): -0.8990, atom 4 (C): -0.5809, atom 5 (C): -1.0883, atom 6 (C): 0.2818, atom 7 (C): -0.6473, atom 8 (N): -0.7396, atom 9 (H): 0.4047, atom 10 (H): 0.3212, atom 11 (H): 0.2757, atom 12 (H): 0.2383, atom 13 (H): 0.2937, atom 14 (H): 0.4196, atom 15 (H): 0.1131, atom 16 (H): 0.4095, atom 17 (H): 0.3277, atom 18 (H): 0.3123, atom 19 (H): 0.3338, atom 20 (H): 0.3079, atom 21 (H): 0.2305, atom 22 (H): 0.2680, atom 23 (H): 0.2645

=====

2.
Computed, not measured: a structure of composition C7H15N at a distorted geometry, with wB97M-V/def2-TZVPD.

Computed properties:
HOMO = -8.29 eV
E_LUMO = 1.1 eV
relative energy (zero: lowest compared OMol25 entry of this formula, charge and spin) = 266.10 kJ/mol

The geometry in ORCA input format:
```
! RIJCOSX wB97M-V def2-TZVPD def2/J DEFGRID3
* xyz 0 1
C -0.81446 -0.47997 -0.64707
C 0.64739 0.89189 -0.30705
C -0.39352 -1.67107 -1.47296
C 1.97761 0.14884 -0.37975
C 0.45635 1.80619 -1.51787
C -1.47243 -0.43544 3.00711
C -0.82309 -0.35335 1.67287
N -1.30437 -0.79740 0.60439
H -1.53632 0.15620 -1.16332
H 0.70987 1.60351 0.52625
H 0.11370 0.34961 1.36337
H -1.24957 -2.30814 -1.70540
H 0.04071 -1.33373 -2.41320
H 0.34218 -2.26988 -0.93736
H 2.82499 0.84104 -0.36173
H 2.05543 -0.43301 -1.29822
H 2.09086 -0.54121 0.45816
H 1.25980 2.54581 -1.59014
H 0.44492 1.23451 -2.44799
H -0.47923 2.36257 -1.44256
H -0.75289 -0.76407 3.75926
H -1.81231 0.56116 3.29774
H -2.32561 -1.11407 2.99548
*
```

Per-atom Mulliken charges, elementary charge units: atom 1 (C): 0.3720, atom 2 (C): 0.2112, atom 3 (C): -1.2967, atom 4 (C): -1.2680, atom 5 (C): -1.6470, atom 6 (C): -1.1145, atom 7 (C): 0.4925, atom 8 (N): -0.5390, atom 9 (H): 0.3046, atom 10 (H): 0.4329, atom 11 (H): 0.0413, atom 12 (H): 0.3664, atom 13 (H): 0.3124, atom 14 (H): 0.3161, atom 15 (H): 0.4326, atom 16 (H): 0.2787, atom 17 (H): 0.2964, atom 18 (H): 0.4406, atom 19 (H): 0.3060, atom 20 (H): 0.3872, atom 21 (H): 0.2918, atom 22 (H): 0.2657, atom 23 (H): 0.3168

=====

3.
Computed, not measured: an isolated molecule of C7H15N at a distorted geometry, with wB97M-V/def2-TZVPD.

Computed properties:
HOMO = -7.46 eV
E_LUMO = 1.1 eV
relative energy (zero: lowest compared OMol25 entry of this formula, charge and spin) = 40.37 kJ/mol

The geometry in ORCA input format:
```
! RIJCOSX wB97M-V def2-TZVPD def2/J DEFGRID3
* xyz 0 1
C -0.71178 0.02062 -3.16490
C -0.77036 0.37003 -1.68961
C -0.02012 -0.68002 -0.84529
C 0.52546 -0.18785 0.47896
C 1.96770 0.26578 0.47165
C -0.21857 -0.07328 1.58666
C 0.36090 0.45811 2.86651
N -1.57867 -0.36879 1.60918
H -1.35474 0.67538 -3.75182
H 0.30269 0.04544 -3.55489
H -1.14221 -0.96666 -3.36512
H -1.77367 0.41172 -1.31262
H -0.32467 1.35190 -1.52606
H 0.80081 -1.14276 -1.37772
H -0.72371 -1.51147 -0.67793
H 2.17527 1.32001 0.66806
H 2.45008 -0.01092 -0.46833
H 2.56690 -0.27786 1.21694
H 0.51964 1.53933 2.77555
H 1.26305 -0.09640 3.12583
H -0.35955 0.36707 3.68757
H -1.96289 -0.73770 2.46331
H -1.99155 -0.77168 0.78407
*
```

Per-atom Mulliken charges, elementary charge units: atom 1 (C): -1.3200, atom 2 (C): 0.0341, atom 3 (C): -1.5395, atom 4 (C): 0.6139, atom 5 (C): -1.6602, atom 6 (C): 0.6357, atom 7 (C): -1.2127, atom 8 (N): -0.4985, atom 9 (H): 0.3701, atom 10 (H): 0.3426, atom 11 (H): 0.3269, atom 12 (H): 0.2633, atom 13 (H): 0.3007, atom 14 (H): 0.5163, atom 15 (H): 0.3997, atom 16 (H): 0.2868, atom 17 (H): 0.3839, atom 18 (H): 0.3874, atom 19 (H): 0.2507, atom 20 (H): 0.3163, atom 21 (H): 0.4162, atom 22 (H): 0.2012, atom 23 (H): 0.1850

=====

4.
Computed, not measured: a cluster of 2 separate species, C7H15N in total, with wB97M-V/def2-TZVPD.

Computed properties:
HOMO (alpha / beta) = -13.09 / -13.03 eV
<S²> = 0.75
E_LUMO (alpha / beta) = -4.3 / -8.1 eV
relative energy (zero: lowest compared OMol25 entry of this formula, charge and spin) = 263.36 kJ/mol

The geometry in ORCA input format:
```
! RIJCOSX wB97M-V def2-TZVPD def2/J DEFGRID3
* xyz 1 2
C -0.44575 -1.07895 2.10129
C 1.07036 -1.08151 1.97613
C 2.06987 0.99985 1.85894
N 1.53907 0.06852 1.19735
H -0.76513 -1.86023 2.78716
H -0.84150 -0.12303 2.43495
H -0.87471 -1.29773 1.12315
H 1.38816 -1.99387 1.46717
H 1.54161 -1.09421 2.96346
H 2.21146 0.96169 2.94235
H 2.42621 1.89593 1.35915
C -0.99135 1.02484 -2.07087
C -0.58529 -0.25731 -1.64886
C 0.22139 -1.16734 -2.43926
C -1.76349 1.94150 -1.25078
H -0.70516 1.33470 -3.07219
H -0.92125 -0.59590 -0.67391
H 1.14210 -1.38677 -1.88119
H -0.29217 -2.12856 -2.55860
H 0.46978 -0.78089 -3.42378
H -1.98233 1.52896 -0.27008
H -2.69497 2.20428 -1.77190
H -1.21693 2.88603 -1.14967
*
```

Per-atom Mulliken charges, elementary charge units: atom 1 (C): -0.8161, atom 2 (C): -0.5334, atom 3 (C): -0.2613, atom 4 (N): -0.2757, atom 5 (H): 0.3587, atom 6 (H): 0.2667, atom 7 (H): 0.1439, atom 8 (H): 0.2956, atom 9 (H): 0.4253, atom 10 (H): 0.2350, atom 11 (H): 0.2586, atom 12 (C): 0.0821, atom 13 (C): 0.3712, atom 14 (C): -1.0886, atom 15 (C): -1.0433, atom 16 (H): 0.3442, atom 17 (H): 0.1742, atom 18 (H): 0.3253, atom 19 (H): 0.3540, atom 20 (H): 0.3501, atom 21 (H): 0.3105, atom 22 (H): 0.3763, atom 23 (H): 0.3468